(1)
Entry from the OMol25 dataset: C3H2O3Y as an isolated structure (ωB97M-V/def2-TZVPD).

Atoms and positions in Å:
1 H -0.523 -1.317 1.040
2 C 0.598 -0.988 0.096
3 Y 1.409 1.562 -0.865
4 O 0.320 1.160 0.896
5 O -1.942 1.188 -1.318
6 C -2.065 0.572 -0.346
7 H 1.155 -1.634 0.797
8 O 1.365 -0.522 -0.940
9 C -0.317 -0.021 0.639

Relative energy (zero: lowest compared OMol25 entry of this formula, charge and spin), kJ/mol: 416.7
LUMO energy (spin up / spin down), eV: -6.38 / -6.40
Net charge: +1
HOMO energy (spin up / spin down), eV: -11.52 / -12.09

=====

(2)
Entry from the OMol25 dataset: one molecule with the formula C24H35N5O3 (ωB97M-V/def2-TZVPD).

Atoms and positions in Å:
1 H -1.635 3.370 -3.190
2 H 0.471 -0.538 -3.835
3 H 4.885 1.007 2.042
4 H 1.327 1.310 3.409
5 H 0.148 -0.001 3.205
6 C -2.971 -1.453 0.062
7 H 3.989 1.079 3.563
8 C -0.193 -3.141 1.807
9 C 0.216 1.618 -1.240
10 C -1.575 2.421 -2.650
11 H 0.179 -4.157 1.698
12 H 0.097 -2.075 -0.092
13 O -2.081 -1.846 2.303
14 H 3.701 -0.079 0.044
15 C 4.141 -1.515 2.484
16 C 1.059 0.440 2.787
17 N -1.441 0.102 -3.355
18 H -1.412 -1.894 -3.939
19 H 0.239 3.363 3.149
20 C 0.399 1.636 -3.707
21 C 2.845 -0.387 0.648
22 H -2.193 2.439 1.539
23 C -1.248 2.230 2.043
24 H -3.433 -2.438 -0.041
25 C -2.136 -1.138 -3.622
26 N -0.562 1.999 -0.223
27 H 5.022 -1.496 1.849
28 C -2.825 -1.709 -2.378
29 H -1.956 -0.223 -1.327
30 C -2.268 1.292 -3.452
31 N -0.177 2.077 -2.461
32 H -3.250 1.077 -3.028
33 N 3.028 -0.111 -2.676
34 O -3.509 -2.710 -2.428
35 O 2.034 -0.566 2.909
36 H -2.883 -1.053 -4.426
37 H 3.325 1.826 2.101
38 H -1.178 -3.302 -0.117
39 H -0.372 0.243 -5.195
40 H 0.149 2.395 -4.454
41 H -0.547 4.262 1.850
42 H -2.021 2.543 -1.665
43 H 4.447 -1.447 3.524
44 H -1.298 -0.504 0.993
45 C 2.263 0.357 -1.955
46 N -2.589 -1.009 -1.255
47 C 0.810 0.884 1.371
48 C -0.209 0.274 -4.104
49 C -1.460 -3.070 2.656
50 C 1.378 0.849 -0.982
51 H -1.427 1.503 2.837
52 H 0.586 -2.514 2.244
53 H -1.270 -3.046 3.730
54 C 1.656 0.479 0.348
55 C -0.706 3.531 2.638
56 H 1.483 1.580 -3.640
57 H -3.700 -0.766 0.504
58 H -2.129 -3.911 2.428
59 C -0.693 -2.540 0.494
60 C -0.293 1.675 1.027
61 C 3.213 -0.350 2.140
62 C 3.892 0.981 2.484
63 C -1.733 -1.512 0.967
64 H -2.411 1.594 -4.503
65 H 3.617 -2.456 2.342
66 H -1.416 3.938 3.353
67 H 2.603 -1.417 0.368

SMILES string: CCc1nc(N2CCN(CC(=O)NC[C@@H]3CCCO3)CC2)c(C#N)c2c1COC(C)(C)C2
Relative energy (zero: lowest compared OMol25 entry of this formula, charge and spin), kJ/mol: 154.9
LUMO energy, eV: 0.26
Net charge: 0
HOMO energy, eV: -8.30

=====

(3)
Entry from the OMol25 dataset: a 2-piece molecular cluster, C5H10ClNO overall (ωB97M-V/def2-TZVPD).

Atoms and positions in Å:
1 H 0.313 0.470 -1.438
2 H -1.152 -2.522 0.083
3 H -0.948 0.395 -2.744
4 H -1.783 -2.147 1.584
5 C 1.800 0.475 0.382
6 C -0.651 0.696 -1.674
7 O -1.533 -0.191 -0.918
8 Cl 2.293 -1.174 -0.049
9 C 2.552 1.494 0.114
10 H -0.032 -1.758 1.352
11 H 3.604 1.454 -0.259
12 H 2.146 2.471 0.260
13 C -0.676 0.610 1.121
14 H -0.522 1.592 0.596
15 C -1.051 -1.741 0.923
16 H -0.281 0.454 2.100
17 N -1.128 -0.430 0.385
18 H -0.800 1.808 -1.572

Relative energy (zero: lowest compared OMol25 entry of this formula, charge and spin), kJ/mol: 688.3
LUMO energy (spin up / spin down), eV: 0.09 / 0.09
Net charge: 0
HOMO energy (spin up / spin down), eV: -7.14 / -7.15

=====

(4)
Entry from the OMol25 dataset: C19H21N2O5Pd as an isolated structure (ωB97M-V/def2-TZVPD).

Atoms and positions in Å:
1 O 0.307 2.250 -1.828
2 H 4.863 0.049 -1.567
3 C 0.888 2.899 0.307
4 C -2.018 -1.937 -1.087
5 H -1.181 -1.464 1.496
6 H -3.553 -2.456 1.192
7 H 0.805 3.902 -0.112
8 C -0.854 -2.378 0.965
9 H -2.593 -2.431 -1.877
10 N 2.102 -0.145 0.351
11 H -1.026 -1.729 -1.503
12 H -1.295 1.432 -2.835
13 H 0.077 0.326 -2.571
14 H 4.468 0.397 2.662
15 C -3.055 -3.279 0.658
16 H -3.750 -3.672 -0.087
17 O 0.513 0.230 2.530
18 C -2.684 1.639 0.054
19 C -0.210 1.346 -2.824
20 C -4.068 -0.523 -0.931
21 H -2.166 2.501 0.466
22 H -0.649 -3.119 1.736
23 C 6.371 0.587 0.628
24 H 1.951 2.646 0.420
25 O 2.271 -0.134 3.882
26 O 6.953 0.493 -0.469
27 H 2.381 -0.354 -1.683
28 C -2.695 -0.628 -0.723
29 H -4.603 -1.375 -1.340
30 H -4.568 2.663 0.056
31 Pd -0.033 0.163 0.182
32 C -4.051 1.736 -0.164
33 H 0.451 2.810 1.301
34 C -1.969 0.465 -0.197
35 O 6.794 0.840 1.765
36 C 0.329 1.864 -0.593
37 C 4.241 0.049 -0.684
38 C 1.738 0.041 2.789
39 N -1.821 -2.881 0.009
40 C 4.035 0.250 1.683
41 H -5.820 0.714 -0.831
42 C -4.754 0.648 -0.655
43 H 0.106 -2.199 0.453
44 C 2.670 0.043 1.557
45 C 4.839 0.287 0.554
46 H 0.221 1.669 -3.768
47 H -2.841 -4.070 1.377
48 C 2.885 -0.163 -0.741

Relative energy (zero: lowest compared OMol25 entry of this formula, charge and spin), kJ/mol: 87.8
LUMO energy, eV: 2.09
Net charge: -1
HOMO energy, eV: -5.20

=====

(5)
Entry from the OMol25 dataset: a 2-piece molecular cluster, C3H5IO overall (ωB97M-V/def2-TZVPD).

Atoms and positions in Å:
1 C 2.113 -1.233 -0.073
2 H 2.218 -2.220 -0.665
3 C -1.341 0.541 0.539
4 H -1.017 -0.495 0.678
5 H -1.803 2.014 -0.987
6 O 1.637 -0.315 -0.662
7 H -1.249 0.247 -1.402
8 H 2.334 -1.279 0.986
9 I -1.372 1.789 2.282
10 C -1.519 0.949 -0.696

SMILES string: C=CI.C=O
Relative energy (zero: lowest compared OMol25 entry of this formula, charge and spin), kJ/mol: 137.4
LUMO energy, eV: 0.55
Net charge: 0
HOMO energy, eV: -9.12

=====

(6)
Entry from the OMol25 dataset: a 2-piece molecular cluster, C3H4O2 overall (ωB97M-V/def2-TZVPD).

Atoms and positions in Å:
1 O -2.645 -1.010 -0.008
2 C 2.258 0.691 -0.304
3 O -1.065 0.431 0.020
4 H -2.816 -0.387 0.735
5 H 2.257 1.594 -0.964
6 C 1.951 -0.198 0.416
7 H -0.159 0.637 -0.484
8 H 1.656 -0.986 1.010
9 C -1.438 -0.772 -0.420

Relative energy (zero: lowest compared OMol25 entry of this formula, charge and spin), kJ/mol: 406.7
LUMO energy, eV: 0.88
Net charge: 0
HOMO energy, eV: -9.25

=====

(7)
Entry from the OMol25 dataset: one molecule with the formula C10H11FO2 (ωB97M-V/def2-TZVPD).

Atoms and positions in Å:
1 C 0.597 2.320 -0.463
2 H 0.929 -1.099 1.445
3 H 3.504 -0.972 0.513
4 C -0.533 1.578 -0.234
5 C -1.990 -0.218 0.477
6 H -1.192 -1.180 -1.624
7 H 2.763 2.409 -0.343
8 C 3.392 0.025 0.883
9 C -0.357 0.368 0.413
10 C 1.856 1.801 -0.103
11 H -1.337 -2.191 0.446
12 O -1.855 1.803 -0.563
13 H 4.157 0.552 0.153
14 O -2.638 0.631 -0.367
15 F -2.411 -0.033 1.758
16 H -3.072 -2.063 0.439
17 H 0.553 3.216 -0.918
18 C -2.142 -1.658 0.032
19 H 3.799 0.194 1.908
20 C 2.023 0.553 0.615
21 H -1.791 -2.784 -1.795
22 C 0.862 -0.153 0.891
23 C -2.158 -1.753 -1.478
24 H -2.961 -1.347 -2.085

SMILES string: CC[C@]1(F)OOc2ccc(C)cc21
LUMO energy, eV: 0.83
Net charge: 0
HOMO energy, eV: -8.80

=====

(8)
Entry from the OMol25 dataset: a 2-piece molecular cluster, CH3N2O3S overall (ωB97M-V/def2-TZVPD).

Atoms and positions in Å:
1 N 0.175 -0.876 0.155
2 C -0.525 0.393 0.027
3 H 1.288 0.604 -0.838
4 H 0.057 -1.047 1.129
5 O -3.415 2.159 1.786
6 N 0.908 0.418 0.083
7 O -1.422 2.106 3.319
8 H -1.051 0.319 -1.042
9 S -2.375 1.319 2.489
10 O -2.772 0.090 3.168

Relative energy (zero: lowest compared OMol25 entry of this formula, charge and spin), kJ/mol: 269.0
LUMO energy (spin up / spin down), eV: 3.95 / 2.47
Net charge: -1
Multiplicity: 3
HOMO energy (spin up / spin down), eV: -3.01 / -4.98

=====

no.,strongest force on any atom (eV/A)
1,6.05
2,1.08
3,4.12
4,0.64
5,3.35
6,3.47
7,4.02
8,4.45